Entry from the Open Molecules 2025 dataset: C13H23N3O6 in the gas phase (ωB97M-V with the def2-TZVPD basis set).

Element x y z (Å)
C  -4.82041  1.86898  -0.56005
C  -4.56295  0.58657  -1.33747
H  -5.50804  0.10674  -1.60982
H  -3.97129  0.77856  -2.23531
O  -3.78286  -0.32589  -0.56294
C  -4.43538  -1.11425  0.29300
O  -5.62931  -1.15510  0.41369
C  -3.46274  -1.97168  1.09379
N  -2.12687  -1.43911  1.08229
C  -1.18081  -1.94038  0.27398
O  -1.26465  -2.99182  -0.32792
C  0.06641  -1.04855  0.16846
N  1.08574  -1.81327  -0.49481
C  2.40603  -1.52436  -0.50768
O  3.23772  -2.23214  -1.02045
O  2.63011  -0.34021  0.10175
C  3.97743  0.15927  0.25918
C  4.61896  0.40402  -1.10677
H  5.60211  0.84698  -0.97558
H  4.00378  1.08053  -1.69726
H  4.72136  -0.53558  -1.64226
C  4.81332  -0.81562  1.08725
H  4.32801  -1.00627  2.04220
H  4.92361  -1.75627  0.55501
H  5.79769  -0.39349  1.26894
C  3.79441  1.47964  1.01084
H  3.28832  1.30234  1.95610
H  4.76159  1.93310  1.20508
H  3.19232  2.16731  0.42203
H  0.77510  -2.69161  -0.89449
H  0.40458  -0.75981  1.17118
C  -0.27909  0.23184  -0.63015
C  -0.71722  1.37506  0.26089
O  -1.31585  1.22633  1.30981
N  -0.41296  2.60083  -0.20702
H  0.11423  2.73834  -1.05029
H  -0.66588  3.40725  0.34125
H  -1.09022  0.01754  -1.33112
H  0.60118  0.52702  -1.20107
H  -1.99184  -0.48985  1.43121
H  -3.84196  -2.06444  2.11490
H  -3.43063  -2.96764  0.63713
H  -3.88082  2.28308  -0.20108
H  -5.31256  2.59488  -1.20063
H  -5.45966  1.66111  0.29421

Computed properties:
Highest occupied orbital energy: -0.35031 Eh
Frontier orbital gap: 9.9 eV
ΔE to the lowest compared entry with this formula, charge and spin: 0.6 kJ/mol
Spin multiplicity: 1
SMILES string: CCOC(=O)CNC(=O)[C@H](CC(N)=O)NC(=O)OC(C)(C)C